# C8H9ClOS

A cluster of 2 separate species, C8H9ClOS in total at a distorted geometry (ωB97M-V with the def2-TZVPD basis set, OMol25).

Each line ends with the natural charge from an NBO analysis.
Element x y z (Å)
C -2.753 0.768 0.961  -0.18
C -2.001 1.812 0.481  -0.22
C -2.314 -0.587 0.791  -0.20
C -1.031 1.530 -0.397  -0.17
C -1.185 -0.868 0.038  -0.17
C -0.616 0.196 -0.660  -0.13
C 3.691 -1.598 0.184  -0.72
C 0.443 0.040 -1.636  -0.30
O 1.474 -1.126 1.291  -0.90
S 2.297 -0.693 0.176  1.39
Cl 3.108 1.288 0.361  -0.29
H -3.698 0.935 1.506  0.21
H -2.375 2.863 0.744  0.22
H -2.917 -1.257 1.207  0.20
H -0.732 2.326 -1.068  0.21
H -0.750 -1.854 0.117  0.23
H 3.599 -2.470 0.718  0.23
H 4.305 -1.412 -0.623  0.21
H 0.717 0.957 -2.132  0.20
H 0.740 -0.848 -2.057  0.19

The value obtained for the gap between HOMO and LUMO (spin up / spin down) is 7.95 / 5.35 eV. Its total energy is -33842.232 eV. The calculation puts the relative energy (zero: lowest compared OMol25 entry of this formula, charge and spin) at 384.7 kJ/mol. The spin multiplicity is 1. Its lowest unoccupied orbital energy (spin up / spin down) is -0.8 / -1.9 eV. Its net charge is 0.